Entry from OMol25: C3H3NO3S in the gas phase at a distorted geometry (ωB97M-V/def2-TZVPD).

SMILES	O=CONC(=S)C=O
2S+1	1
E	-794.69143	hartree

Geometry (Å):
1 O 1.338 -0.459 -0.969
2 H -0.285 -1.409 -0.317
3 O 1.665 0.088 1.319
4 C -0.688 0.564 -0.249
5 C 2.085 -0.208 0.162
6 H 3.170 -0.345 -0.238
7 H -2.646 1.039 0.634
8 S -0.181 2.109 -0.162
9 C -2.056 0.143 0.232
10 O -2.402 -1.010 0.286
11 N -0.001 -0.511 -0.699



Entry from OMol25: C10H12BrNO2 as an isolated structure at a distorted geometry (ωB97M-V/def2-TZVPD).

2S+1	3
E	-3167.20840	hartree

Geometry (Å):
1 H 1.440 0.364 -1.610
2 C -1.905 2.116 1.091
3 C 1.297 -1.272 0.090
4 H 1.495 -1.817 2.161
5 C 1.004 -1.144 1.541
6 H 1.443 -0.128 1.946
7 C 1.091 0.635 -0.607
8 C -1.297 0.883 -1.354
9 H -1.012 0.556 -2.326
10 C -2.629 1.122 -1.060
11 O 3.006 -1.702 -1.299
12 H -3.997 1.739 0.451
13 H -0.092 -1.167 1.801
14 H 0.121 2.165 1.443
15 N 2.674 -1.435 -0.197
16 H -3.371 0.863 -1.785
17 H -0.510 -2.526 -0.294
18 H 0.922 -3.159 -1.000
19 C -2.922 1.800 0.129
20 C 0.389 -2.174 -0.681
21 C -0.271 1.081 -0.423
22 Br 2.436 1.698 0.246
23 C -0.628 1.814 0.751
24 H 0.065 -1.816 -1.711
25 H -2.159 2.746 1.941
26 O 3.410 -1.242 0.758



Entry from OMol25: C5H9N3 as an isolated structure at a distorted geometry (ωB97M-V/def2-TZVPD).

2S+1	1
E	-360.03960	hartree

Geometry (Å):
1 C 0.502 0.258 1.652
2 H -1.630 -0.293 0.970
3 C 0.116 -1.579 -1.229
4 H 1.149 1.092 2.133
5 H 2.159 0.132 0.264
6 H 0.195 1.177 -2.079
7 H 0.220 2.011 -0.112
8 N -0.505 0.774 -1.474
9 N -0.597 -0.658 -1.992
10 N 0.895 -1.374 -0.233
11 H 0.641 -0.625 2.366
12 H -1.508 1.352 1.751
13 C 1.074 0.013 0.266
14 C 0.005 0.951 -0.124
15 C -0.916 0.525 1.085
16 H -0.106 -2.680 -1.598
17 H -1.695 -1.077 -1.644



Entry from OMol25: C3H2N2 in the gas phase (ωB97M-V/def2-TZVPD).

2S+1	1
E	-224.90547	hartree

Geometry (Å):
1 N -0.087 -0.053 -0.132
2 N 0.413 -1.619 2.424
3 H 1.242 -0.821 -1.530
4 C -0.107 -0.721 1.933
5 C 0.352 -0.798 -0.948
6 H -1.237 1.050 1.197
7 C -0.580 0.224 1.025



Entry from OMol25: C4H7NO2 as an isolated structure (ωB97M-V/def2-TZVPD).

2S+1	1
E	-361.75050	hartree

Geometry (Å):
1 C 1.627 -0.163 0.781
2 O 2.140 -0.946 1.473
3 H -1.468 -1.923 -0.397
4 H -0.948 -1.127 1.099
5 H -0.606 1.425 0.895
6 H -0.727 0.087 -1.720
7 H -0.052 2.123 -0.643
8 H 1.576 0.406 -0.707
9 C -1.324 -0.951 0.083
10 C -0.343 -0.107 -0.711
11 O 0.914 -0.747 -0.817
12 N 1.442 1.085 0.377
13 C 0.014 1.250 0.010
14 H -2.295 -0.448 0.162



Entry from OMol25: C18H15Br21INO4 as an isolated structure at a distorted geometry (ωB97M-V/def2-TZVPD).

2S+1	1
E	-55402.22017	hartree

Geometry (Å):
1 H 4.021 2.609 -4.074
2 H 7.878 -0.499 2.423
3 C -2.226 -4.307 1.808
4 C -3.842 3.764 -4.368
5 Br -2.942 -4.517 0.022
6 H -6.149 -0.613 -1.933
7 C 0.623 0.347 1.730
8 C -1.738 1.214 1.940
9 H 0.120 -3.604 4.730
10 C 7.496 -0.514 1.406
11 C -5.890 -0.333 -0.916
12 H 0.998 0.836 -3.489
13 Br -4.852 -1.788 -0.171
14 Br -5.327 2.557 -4.663
15 H -3.067 -4.354 2.494
16 N 1.565 0.973 3.672
17 C 1.877 0.007 0.864
18 Br 1.890 -2.403 3.474
19 H -3.267 3.790 -5.290
20 Br 1.267 -2.468 6.616
21 Br 2.007 -5.181 5.073
22 C 4.925 -3.503 -4.277
23 C -0.413 1.245 -0.450
24 C 0.931 1.117 -1.282
25 Br 6.217 -2.088 -3.993
26 Br -5.902 2.728 5.564
27 Br 5.593 -0.842 1.517
28 O 0.598 0.085 3.124
29 Br 5.098 -4.907 -2.957
30 C 1.986 0.506 -0.636
31 C -0.466 0.913 1.100
32 C 1.173 -3.437 4.942
33 C 2.921 2.391 -4.258
34 Br 7.881 1.219 0.631
35 Br -5.829 0.557 3.207
36 Br -4.443 5.572 -4.024
37 O 2.775 -0.682 1.324
38 O 1.131 2.063 3.714
39 O -1.471 1.574 -0.966
40 Br -1.026 -5.750 2.282
41 H 1.534 3.854 -3.175
42 H 5.146 -3.945 -5.244
43 Br -8.626 1.388 4.532
44 H -3.868 0.812 2.916
45 C -2.834 1.042 2.465
46 Br 8.418 -1.939 0.474
47 H 2.665 2.934 -2.074
48 Br 3.116 -2.819 -4.367
49 H 2.545 2.973 -5.159
50 Br -2.656 3.123 -2.978
51 C 0.938 1.689 -2.748
52 Br -7.541 -0.076 0.050
53 C 2.020 2.840 -3.005
54 H -6.616 0.352 5.554
55 C -6.728 1.145 4.820
56 Br -1.399 -2.575 2.045
57 Br -4.869 1.303 -1.014
58 I 3.867 0.189 -1.627
59 H 2.856 1.284 -4.471
60 H -0.092 2.149 -2.906



Number 5 is which compound?
C4H7NO2



Look up the E of the second one.
-3167.20840 hartree